# 1
Molecular formula: C38H50CoN9OPS2
Method: DFT, ωB97M-V/def2-TZVPD

For the total energy, the calculation gives -124265.1508 eV. The expectation value of S² is 0.76. For the frontier orbital gap (alpha / beta), the calculation gives 5.287 / 5.334 eV. The net charge is -2. As for the spin multiplicity: 2. The value obtained for the HOMO energy (alpha / beta) is -1.095 / -1.142 eV.

Geometry (Å):
Co (0.195, -1.518, -0.014)
C (1.393, -4.022, 3.091)
C (0.486, -4.560, 1.985)
C (1.181, -4.606, 0.617)
N (0.593, -3.686, -0.341)
C (0.744, -3.936, -1.598)
C (1.563, -4.999, -2.138)
C (1.487, -5.635, -3.345)
C (0.606, -5.442, -4.422)
C (-0.274, -4.382, -4.542)
C (-0.467, -3.266, -3.742)
C (0.135, -2.912, -2.498)
N (0.100, -1.717, -1.979)
C (-0.506, -0.623, -2.702)
C (-2.023, -0.531, -2.420)
C (-2.530, -1.493, -1.344)
N (-1.801, -1.340, -0.100)
C (-2.410, -1.393, 1.046)
C (-3.776, -1.783, 1.226)
C (-4.640, -1.562, 2.279)
C (-4.438, -0.916, 3.492)
C (-3.201, -0.479, 3.965)
C (-1.937, -0.631, 3.444)
C (-1.491, -1.201, 2.207)
N (-0.252, -1.518, 1.960)
C (0.671, -1.570, 3.092)
C (1.806, -2.564, 2.897)
H (2.296, -4.643, 3.131)
H (0.896, -4.135, 4.063)
H (-0.404, -3.936, 1.894)
H (0.144, -5.564, 2.256)
H (1.150, -5.629, 0.224)
H (2.242, -4.344, 0.733)
H (2.352, -5.331, -1.477)
H (2.215, -6.433, -3.479)
H (0.649, -6.155, -5.237)
H (-0.891, -4.394, -5.439)
H (-1.182, -2.548, -4.121)
H (-0.315, -0.711, -3.778)
H (-0.030, 0.283, -2.340)
H (-2.603, -0.723, -3.330)
H (-2.259, 0.486, -2.094)
H (-2.443, -2.530, -1.691)
H (-3.595, -1.285, -1.199)
H (-4.198, -2.326, 0.391)
H (-5.648, -1.940, 2.115)
H (-5.301, -0.767, 4.132)
H (-3.228, 0.040, 4.921)
H (-1.137, -0.218, 4.045)
H (0.108, -1.857, 3.990)
H (1.096, -0.574, 3.256)
H (2.594, -2.311, 3.611)
H (2.233, -2.422, 1.904)
S (2.512, -1.130, -0.311)
C (3.725, -0.615, 0.856)
C (4.954, -1.347, 0.682)
N (5.935, -1.932, 0.512)
C (3.704, 0.356, 1.824)
S (2.431, 1.432, 2.277)
C (4.925, 0.543, 2.582)
N (5.878, 0.742, 3.200)
O (-0.194, 1.349, -0.498)
P (-0.121, 2.821, -0.421)
N (1.404, 3.409, -0.456)
C (1.766, 4.822, -0.406)
C (3.274, 4.827, -0.703)
C (3.720, 3.409, -0.335)
C (2.553, 2.563, -0.812)
N (-0.866, 3.584, -1.735)
C (-2.304, 3.384, -1.974)
C (-2.428, 3.116, -3.475)
C (-1.196, 3.808, -4.050)
C (-0.138, 3.472, -3.007)
N (-0.884, 3.494, 0.909)
C (-2.133, 2.805, 1.320)
C (-2.175, 2.940, 2.839)
C (-0.697, 2.929, 3.209)
C (-0.080, 3.790, 2.117)
H (1.562, 5.236, 0.587)
H (1.194, 5.410, -1.132)
H (3.794, 5.604, -0.142)
H (3.445, 5.008, -1.768)
H (3.805, 3.301, 0.749)
H (4.665, 3.120, -0.795)
H (2.473, 1.590, -0.331)
H (2.606, 2.411, -1.900)
H (-2.857, 4.287, -1.689)
H (-2.702, 2.553, -1.387)
H (-3.371, 3.477, -3.888)
H (-2.360, 2.043, -3.666)
H (-1.350, 4.890, -4.088)
H (-0.926, 3.459, -5.047)
H (0.711, 4.159, -3.024)
H (0.248, 2.458, -3.176)
H (-2.089, 1.747, 1.041)
H (-3.006, 3.258, 0.843)
H (-2.746, 2.133, 3.295)
H (-2.627, 3.897, 3.122)
H (-0.292, 1.918, 3.134)
H (-0.493, 3.315, 4.209)
H (0.970, 3.551, 1.956)
H (-0.172, 4.856, 2.361)

Atomic forces in eV per Å
Co -0.336 -0.205 0.143
C 0.007 0.003 0.001
C -0.001 0.036 -0.028
C -0.037 0.005 0.000
N -0.091 -0.101 -0.038
C 0.073 0.117 0.020
C -0.015 0.038 0.041
C 0.019 -0.036 -0.031
C 0.004 -0.020 -0.002
C -0.031 -0.001 -0.022
C 0.026 0.028 0.028
C -0.017 -0.008 -0.034
N 0.078 -0.013 0.175
C 0.054 -0.017 -0.044
C -0.029 0.075 0.030
C -0.013 0.070 0.021
N 0.209 -0.253 0.076
C -0.021 0.018 0.011
C 0.042 0.070 -0.062
C -0.023 -0.022 0.013
C -0.003 0.004 0.013
C -0.030 -0.020 0.028
C 0.051 -0.055 -0.019
C 0.029 -0.008 -0.054
N 0.101 0.296 -0.145
C 0.039 0.040 -0.018
C -0.018 -0.050 0.004
H -0.009 -0.011 0.012
H -0.008 0.012 0.003
H -0.016 -0.030 0.008
H 0.021 -0.008 -0.002
H -0.015 0.003 0.009
H 0.011 -0.022 -0.013
H 0.006 -0.004 0.007
H -0.009 0.002 0.001
H 0.000 0.000 0.006
H 0.007 0.007 0.011
H 0.001 0.009 -0.016
H -0.016 -0.013 0.018
H 0.008 -0.012 -0.021
H -0.003 -0.013 -0.001
H 0.048 -0.090 0.010
H 0.027 0.007 -0.006
H 0.019 -0.011 -0.008
H -0.018 0.022 -0.009
H 0.002 0.009 -0.007
H 0.003 0.000 0.001
H 0.004 -0.010 0.001
H -0.025 0.020 0.005
H 0.059 0.008 0.012
H -0.011 0.003 -0.051
H -0.012 -0.008 0.009
H 0.006 -0.008 0.010
S 0.035 0.152 -0.214
C 0.065 -0.203 0.049
C -0.046 0.135 0.034
N -0.004 -0.057 0.006
C 0.053 0.042 0.075
S -0.092 -0.151 0.240
C -0.065 0.017 -0.080
N 0.001 -0.011 0.023
O -0.140 -0.016 -0.054
P 0.069 0.078 0.152
N -0.083 0.035 -0.192
C 0.023 -0.019 0.018
C 0.009 0.004 0.003
C 0.004 0.041 -0.004
C 0.071 -0.032 -0.111
N 0.070 0.046 -0.039
C -0.036 0.043 0.084
C -0.007 -0.002 -0.011
C 0.015 0.002 -0.002
C 0.021 -0.008 -0.021
N -0.024 -0.111 -0.010
C -0.024 -0.010 0.009
C -0.025 0.018 0.016
C -0.016 0.024 0.025
C 0.019 0.018 0.008
H -0.004 0.015 -0.012
H 0.001 0.028 0.005
H 0.005 0.015 -0.009
H -0.010 0.004 -0.006
H 0.002 -0.026 -0.028
H 0.004 0.004 -0.019
H 0.007 0.059 -0.028
H -0.014 0.004 -0.006
H -0.004 -0.016 0.018
H 0.001 -0.010 -0.011
H -0.002 0.003 -0.003
H -0.015 0.011 -0.001
H 0.007 0.009 -0.008
H 0.000 0.000 -0.006
H 0.007 -0.003 -0.001
H -0.001 -0.011 0.001
H -0.018 0.002 -0.011
H -0.007 0.006 -0.001
H 0.002 0.029 -0.018
H -0.011 0.010 0.006
H 0.021 -0.023 -0.005
H 0.016 -0.012 0.010
H -0.021 0.016 0.023
H -0.005 -0.001 0.013

***

# 2
Molecular formula: C19H20N2O3S
Method: DFT, ωB97M-V/def2-TZVPD

For the total energy, the calculation gives -39986.4057 eV. As for the structure (SMILES): CCN1CCN(C(=O)c2cc3c(=O)oc4ccc(C)cc4c3s2)CC1. For the frontier orbital gap, the calculation gives 8.090 eV. Its energy above the lowest of the compared OMol25 structures with the same formula, charge and spin is 0.645 eV. As for the spin multiplicity: 1. The value obtained for the HOMO energy is -8.387 eV.

Geometry (Å):
C (-4.652, -2.621, -2.001)
C (-3.911, -1.356, -1.578)
N (-4.849, -0.358, -1.087)
C (-4.436, 1.009, -1.290)
C (-3.178, 1.379, -0.466)
N (-3.198, 0.638, 0.777)
C (-2.147, -0.009, 1.329)
O (-2.272, -0.813, 2.240)
C (-0.798, 0.304, 0.807)
C (-0.221, 1.485, 0.446)
C (1.152, 1.343, 0.141)
C (2.048, 2.405, -0.292)
O (1.740, 3.558, -0.455)
O (3.340, 2.030, -0.533)
C (3.788, 0.756, -0.389)
C (5.131, 0.509, -0.666)
C (5.634, -0.767, -0.536)
C (4.824, -1.833, -0.131)
C (5.407, -3.205, 0.001)
C (3.495, -1.587, 0.143)
C (2.960, -0.302, 0.020)
C (1.601, 0.040, 0.288)
S (0.341, -1.011, 0.816)
C (-4.528, 0.359, 1.277)
C (-5.278, -0.561, 0.290)
H (-5.413, -2.372, -2.736)
H (-3.956, -3.332, -2.438)
H (-5.138, -3.092, -1.151)
H (-3.141, -1.616, -0.835)
H (-3.406, -0.939, -2.453)
H (-5.275, 1.648, -1.005)
H (-4.235, 1.172, -2.351)
H (-2.277, 1.120, -1.025)
H (-3.168, 2.458, -0.267)
H (-0.722, 2.435, 0.416)
H (5.754, 1.331, -0.978)
H (6.676, -0.950, -0.752)
H (5.837, -3.526, -0.946)
H (6.203, -3.207, 0.744)
H (4.648, -3.923, 0.301)
H (2.839, -2.384, 0.461)
H (-4.427, -0.120, 2.251)
H (-5.051, 1.313, 1.397)
H (-6.353, -0.358, 0.356)
H (-5.111, -1.603, 0.560)

Atomic forces in eV per Å
C 0.255 0.194 0.031
C -0.195 -0.238 -0.114
N 0.081 0.019 -0.109
C 0.117 0.071 0.071
C -0.040 0.193 -0.398
N -0.080 -0.018 0.070
C -0.151 0.135 0.057
O 0.073 -0.265 0.075
C 0.557 -0.021 -0.019
C -0.207 -0.253 0.068
C 0.289 -0.759 0.101
C -0.368 0.501 -0.015
O 0.127 -0.374 0.053
O 0.142 0.257 -0.082
C 0.034 -0.972 0.181
C -0.195 0.177 0.014
C -0.204 0.040 0.041
C -0.081 -0.007 0.014
C 0.050 0.008 -0.005
C 0.138 0.275 -0.088
C 0.597 0.300 -0.214
C -0.807 0.383 0.095
S 0.202 0.573 -0.119
C -0.164 -0.198 0.185
C -0.149 0.120 0.107
H -0.076 0.012 -0.074
H 0.042 -0.164 -0.025
H -0.064 -0.091 0.086
H 0.048 0.062 -0.060
H 0.051 0.018 0.047
H 0.046 0.077 -0.067
H -0.030 0.088 0.050
H -0.122 0.062 0.061
H 0.061 -0.015 -0.098
H -0.155 0.159 -0.016
H 0.080 0.102 -0.040
H 0.124 -0.002 -0.031
H 0.030 -0.099 -0.034
H 0.051 -0.086 0.050
H -0.007 -0.099 0.019
H -0.012 -0.165 0.035
H -0.091 0.135 -0.094
H 0.002 -0.048 0.018
H 0.036 -0.084 0.154
H -0.035 -0.002 0.019

***

# 3
Molecular formula: C33H27F6IN5O6PS2Ta
Method: DFT, ωB97M-V/def2-TZVPD

For the total energy, the calculation gives -111286.9661 eV. For the frontier orbital gap, the calculation gives 6.742 eV. Its energy above the lowest of the compared OMol25 structures with the same formula, charge and spin is 1.640 eV. The net charge is +3. As for the spin multiplicity: 1. The value obtained for the HOMO energy is -16.638 eV.

Geometry (Å):
Ta (-0.286, -0.584, -0.156)
C (-4.548, 0.544, 0.493)
C (-4.028, 1.068, -0.807)
N (-4.870, 1.594, -1.695)
C (-4.409, 2.072, -2.852)
C (-3.066, 2.113, -3.214)
C (-2.671, 2.705, -4.545)
O (-1.517, 2.030, -5.039)
C (-2.167, 1.572, -2.294)
C (-0.716, 1.693, -2.459)
N (0.235, 1.105, -1.804)
C (1.568, 1.456, -2.255)
C (1.829, 1.905, -3.551)
C (3.113, 2.262, -3.929)
C (4.173, 2.164, -3.040)
C (3.955, 1.660, -1.766)
C (2.662, 1.315, -1.424)
I (2.379, 0.439, 0.427)
C (-2.687, 1.033, -1.136)
O (-1.760, 0.454, -0.306)
H (-5.623, 0.694, 0.533)
H (-4.085, 1.066, 1.331)
H (-4.334, -0.522, 0.612)
H (-5.160, 2.454, -3.535)
H (-2.479, 3.777, -4.434)
H (-3.514, 2.598, -5.228)
H (-1.505, 2.090, -6.000)
H (-0.425, 2.418, -3.206)
H (1.037, 1.947, -4.287)
H (3.286, 2.608, -4.939)
H (5.173, 2.450, -3.338)
H (4.777, 1.538, -1.073)
N (0.138, -0.427, 3.264)
P (-0.588, -1.581, 2.292)
C (0.074, -3.122, 2.919)
C (-0.353, -3.453, 4.214)
C (0.104, -4.616, 4.808)
C (0.963, -5.463, 4.114)
C (1.377, -5.141, 2.831)
C (0.937, -3.969, 2.234)
C (-2.341, -1.604, 2.699)
C (-3.108, -2.735, 2.398)
C (-4.432, -2.790, 2.796)
C (-4.992, -1.732, 3.506)
C (-4.230, -0.616, 3.819)
C (-2.906, -0.545, 3.409)
C (0.065, 0.902, 2.900)
C (0.364, 1.941, 3.778)
C (0.242, 3.233, 3.320)
C (-0.187, 3.468, 2.010)
C (-0.443, 2.390, 1.208)
N (-0.308, 1.113, 1.634)
H (0.447, -0.674, 4.195)
H (-1.056, -2.825, 4.751)
H (-0.221, -4.870, 5.808)
H (1.307, -6.377, 4.579)
H (2.049, -5.797, 2.294)
H (1.296, -3.724, 1.251)
H (-2.666, -3.585, 1.893)
H (-5.023, -3.670, 2.581)
H (-6.023, -1.787, 3.832)
H (-4.662, 0.195, 4.390)
H (-2.321, 0.327, 3.672)
H (0.673, 1.725, 4.792)
H (0.467, 4.062, 3.978)
H (-0.316, 4.471, 1.629)
H (-0.764, 2.522, 0.185)
F (1.761, -1.370, -3.018)
C (1.982, -2.667, -2.947)
F (1.545, -3.270, -4.020)
F (3.244, -2.903, -2.717)
S (1.051, -3.400, -1.476)
O (0.946, -2.209, -0.498)
O (1.791, -4.503, -1.008)
N (-0.439, -3.730, -1.949)
S (-1.437, -2.585, -1.676)
O (-1.677, -2.305, -0.217)
O (-0.959, -1.259, -2.193)
C (-3.093, -3.034, -2.486)
F (-2.861, -3.197, -3.755)
F (-3.860, -1.997, -2.250)
F (-3.527, -4.111, -1.900)

Atomic forces in eV per Å
Ta -0.049 1.806 0.813
C -0.036 -0.021 -0.066
C -0.323 0.043 -0.063
N 0.143 0.037 -0.105
C -0.102 -0.076 0.149
C -0.156 0.137 -0.170
C 0.002 -0.080 0.071
O -0.043 -0.004 -0.024
C 0.673 0.190 -0.241
C -0.421 0.065 0.085
N 0.465 -0.416 -0.004
C -0.077 -0.012 -0.173
C -0.044 -0.013 -0.047
C -0.014 -0.001 -0.003
C 0.047 -0.002 0.043
C -0.033 0.080 -0.256
C 0.051 -0.078 0.059
I 0.510 -0.281 0.578
C 0.509 -0.536 0.410
O -1.635 0.094 -0.149
H 0.004 0.002 -0.012
H 0.007 0.014 0.010
H 0.018 0.012 0.000
H -0.017 -0.006 0.011
H 0.048 0.021 0.014
H -0.009 0.003 -0.011
H 0.012 0.024 -0.014
H -0.021 0.047 0.005
H 0.018 0.006 -0.016
H 0.001 0.004 0.001
H -0.009 -0.001 -0.013
H -0.008 -0.014 0.009
N 0.311 0.304 0.047
P -0.080 -0.433 -0.008
C -0.184 -0.067 0.021
C -0.009 -0.086 -0.027
C 0.024 -0.002 0.013
C -0.013 0.003 0.029
C -0.001 0.044 0.007
C 0.131 0.016 0.031
C -0.009 0.076 0.056
C 0.002 0.011 -0.019
C -0.010 0.023 0.024
C -0.021 -0.037 -0.016
C 0.021 0.022 -0.021
C -0.042 -0.008 0.006
C 0.040 -0.139 0.090
C -0.032 0.053 -0.019
C 0.016 0.062 0.025
C 0.007 -0.021 0.047
C -0.106 0.080 0.024
N 0.139 -0.170 -0.347
H -0.026 0.058 0.030
H 0.006 -0.005 -0.022
H 0.006 -0.001 -0.008
H -0.004 0.006 -0.001
H -0.013 0.001 -0.002
H 0.016 0.033 -0.036
H 0.017 0.011 0.006
H 0.003 0.008 -0.004
H 0.010 -0.008 -0.001
H 0.005 -0.006 -0.006
H -0.002 0.009 0.013
H -0.021 -0.008 -0.006
H -0.004 -0.005 -0.005
H 0.013 -0.001 0.007
H 0.015 0.042 0.074
F -0.117 0.269 0.042
C -0.074 -0.337 0.018
F 0.042 -0.063 -0.133
F 0.162 -0.014 -0.056
S 0.026 0.536 0.497
O 0.644 -0.830 -1.022
O -0.284 0.070 0.032
N -0.044 -0.022 -0.066
S -0.012 0.309 0.068
O 0.044 -0.091 -0.660
O -0.205 -0.587 0.414
C 0.221 -0.066 0.051
F -0.047 -0.035 -0.054
F -0.022 0.011 -0.004
F -0.051 -0.056 -0.021